Entry from the OMol25 dataset: a cluster of 2 separate species, C13H16S in total in a non-equilibrium geometry (the ωB97M-V functional and the def2-TZVPD basis).

```
30
Properties=species:S:1:pos:R:3:forces:R:3
C -0.811 -1.762 -3.864 -0.053 -0.053 -0.026
C 0.135 -0.756 -3.739 0.114 0.046 -0.090
C -1.515 -2.169 -2.746 -0.064 -0.098 -0.160
C 0.376 -0.174 -2.510 -0.015 -0.079 0.112
C -1.289 -1.571 -1.519 0.116 0.114 0.190
C -0.334 -0.565 -1.372 -0.120 -0.351 -0.334
C -0.339 2.083 -0.637 -0.183 -3.339 1.101
C 0.580 0.474 2.768 -0.028 0.316 -0.062
C 1.587 0.837 1.684 0.049 -0.316 0.088
C -0.834 0.719 2.258 0.048 -0.254 0.049
C 1.348 0.005 0.427 0.055 0.121 0.106
C -1.113 -0.112 1.008 -0.021 0.224 0.023
C -0.076 0.084 -0.066 -0.374 3.375 -0.670
S -1.795 2.663 -0.825 0.001 0.144 -0.035
H -0.996 -2.216 -4.827 -0.019 -0.047 -0.047
H 0.688 -0.423 -4.606 0.020 0.014 -0.033
H -2.250 -2.960 -2.822 -0.041 -0.013 -0.032
H 1.112 0.612 -2.434 0.084 0.082 0.008
H -1.856 -1.913 -0.666 -0.040 0.032 0.082
H 0.592 2.584 -0.837 0.430 0.235 -0.120
H 0.697 -0.578 3.039 0.029 -0.068 0.067
H 0.763 1.072 3.663 0.021 -0.064 0.055
H 1.489 1.898 1.446 0.046 0.104 -0.005
H 2.605 0.665 2.045 -0.004 0.093 -0.063
H -1.564 0.462 3.028 -0.044 0.066 -0.003
H -0.955 1.778 2.022 -0.046 0.021 0.031
H 2.049 0.294 -0.357 -0.004 -0.049 -0.086
H 1.547 -1.047 0.660 0.084 -0.082 -0.043
H -1.124 -1.171 1.291 -0.068 -0.071 -0.033
H -2.102 0.143 0.615 0.025 -0.103 -0.069
```
Forces are in eV/Å.

Values from the calculation:
E ... -903.08421 Eh
Highest occupied orbital energy ... -7.8 eV
Spin multiplicity ... 1
Orbital gap ... 7.8 eV



Entry from the OMol25 dataset: a cluster of 8 separate species, C13H17B2Cl21NO2 in total in a non-equilibrium geometry (the ωB97M-V functional and the def2-TZVPD basis).

```
56
Properties=species:S:1:pos:R:3:forces:R:3
C -1.252 4.696 4.677 0.281 0.157 -0.348
O -1.672 4.670 3.296 1.261 -0.458 0.479
B -0.801 3.707 2.671 -0.132 -0.126 -0.773
O 0.568 4.087 2.398 -0.808 0.448 1.148
B -1.261 2.125 2.274 0.417 -0.289 0.428
C 0.108 1.234 2.300 0.189 0.067 -1.074
C 0.924 1.096 1.120 1.152 -0.699 3.008
C 2.103 0.316 1.352 -1.022 0.922 -0.530
C 2.355 -0.226 2.622 1.825 -1.135 -0.101
N 1.617 -0.174 3.751 -0.586 1.951 -3.217
C 0.518 0.576 3.488 -0.847 0.279 0.942
H -1.458 3.712 5.165 -0.132 0.713 -0.183
H -0.145 4.855 4.737 -0.753 0.128 0.149
H -1.767 5.539 5.173 0.236 -0.591 -0.095
H 1.068 3.847 3.197 0.134 0.064 -0.594
H -2.066 1.680 3.067 -0.161 -0.036 0.290
H -1.787 2.069 1.188 -0.037 0.130 -0.440
H 0.644 1.586 0.178 0.283 -0.300 0.463
H 2.822 0.140 0.533 -0.297 0.016 0.624
H 3.309 -0.789 2.729 -0.664 0.295 -0.110
H -0.172 0.688 4.354 0.413 -0.100 -0.596
C -2.498 6.717 0.163 -0.016 -0.202 0.060
Cl -3.884 5.642 0.321 0.083 0.063 0.005
Cl -1.541 6.299 -1.262 -0.007 0.037 0.060
Cl -3.022 8.408 0.084 0.027 0.030 0.023
H -1.873 6.594 1.043 -0.058 -0.034 -0.046
C -2.159 -1.794 -0.002 0.229 0.148 0.046
Cl -2.497 -2.821 1.398 -0.038 0.026 -0.044
Cl -0.777 -0.743 0.317 -0.733 -0.806 -0.229
Cl -1.870 -2.784 -1.446 -0.318 -0.359 0.442
H -3.027 -1.171 -0.185 0.039 -0.086 0.009
C -0.541 -1.511 -5.317 -0.041 0.248 0.203
Cl -0.615 -1.128 -3.599 0.282 0.192 -0.636
Cl -1.338 -3.059 -5.649 0.041 -0.055 -0.039
Cl -1.264 -0.220 -6.284 0.063 -0.072 -0.023
H 0.504 -1.600 -5.595 -0.380 -0.052 -0.109
C 0.226 -2.860 6.681 -0.041 0.065 -0.505
Cl 1.622 -3.471 7.588 -0.023 -0.017 0.087
Cl 0.750 -1.949 5.264 -0.106 -0.477 0.995
Cl -0.844 -4.200 6.221 -0.060 -0.052 0.117
H -0.331 -2.193 7.330 0.034 -0.118 0.007
C 3.855 -0.605 -6.472 -0.118 0.089 -0.033
Cl 3.395 -1.196 -8.073 0.051 -0.028 0.045
Cl 3.882 1.159 -6.444 0.041 -0.097 0.015
Cl 2.757 -1.230 -5.239 0.237 0.222 0.052
H 4.854 -0.965 -6.250 -0.082 0.019 0.006
C -4.326 -4.742 -3.886 -0.024 0.014 0.157
Cl -5.268 -3.702 -2.816 0.037 -0.041 -0.086
Cl -3.305 -5.839 -2.952 -0.025 0.056 -0.093
Cl -5.393 -5.651 -4.966 0.043 0.027 -0.031
H -3.684 -4.113 -4.493 -0.050 -0.031 0.062
C 4.866 -4.227 -3.192 -0.074 0.152 0.194
Cl 5.208 -3.402 -4.719 0.197 -0.251 -0.016
Cl 6.365 -4.576 -2.325 -0.053 -0.031 -0.062
Cl 3.779 -3.261 -2.193 0.037 -0.089 -0.082
H 4.376 -5.167 -3.418 0.056 0.077 -0.020
```
Forces are in eV/Å.

Values from the calculation:
E ... -10424.54721 Eh
Net charge ... -1
Highest occupied orbital energy ... -4.7 eV
Spin multiplicity ... 1
Orbital gap ... 6.3 eV



The highest E belongs to which entry? C13H16S



What did the first record say?
Entry from the OMol25 dataset: a cluster of 2 separate species, C13H16S in total in a non-equilibrium geometry (the ωB97M-V functional and the def2-TZVPD basis).

```
30
Properties=species:S:1:pos:R:3:forces:R:3
C -0.811 -1.762 -3.864 -0.053 -0.053 -0.026
C 0.135 -0.756 -3.739 0.114 0.046 -0.090
C -1.515 -2.169 -2.746 -0.064 -0.098 -0.160
C 0.376 -0.174 -2.510 -0.015 -0.079 0.112
C -1.289 -1.571 -1.519 0.116 0.114 0.190
C -0.334 -0.565 -1.372 -0.120 -0.351 -0.334
C -0.339 2.083 -0.637 -0.183 -3.339 1.101
C 0.580 0.474 2.768 -0.028 0.316 -0.062
C 1.587 0.837 1.684 0.049 -0.316 0.088
C -0.834 0.719 2.258 0.048 -0.254 0.049
C 1.348 0.005 0.427 0.055 0.121 0.106
C -1.113 -0.112 1.008 -0.021 0.224 0.023
C -0.076 0.084 -0.066 -0.374 3.375 -0.670
S -1.795 2.663 -0.825 0.001 0.144 -0.035
H -0.996 -2.216 -4.827 -0.019 -0.047 -0.047
H 0.688 -0.423 -4.606 0.020 0.014 -0.033
H -2.250 -2.960 -2.822 -0.041 -0.013 -0.032
H 1.112 0.612 -2.434 0.084 0.082 0.008
H -1.856 -1.913 -0.666 -0.040 0.032 0.082
H 0.592 2.584 -0.837 0.430 0.235 -0.120
H 0.697 -0.578 3.039 0.029 -0.068 0.067
H 0.763 1.072 3.663 0.021 -0.064 0.055
H 1.489 1.898 1.446 0.046 0.104 -0.005
H 2.605 0.665 2.045 -0.004 0.093 -0.063
H -1.564 0.462 3.028 -0.044 0.066 -0.003
H -0.955 1.778 2.022 -0.046 0.021 0.031
H 2.049 0.294 -0.357 -0.004 -0.049 -0.086
H 1.547 -1.047 0.660 0.084 -0.082 -0.043
H -1.124 -1.171 1.291 -0.068 -0.071 -0.033
H -2.102 0.143 0.615 0.025 -0.103 -0.069
```
Forces are in eV/Å.

Values from the calculation:
E ... -903.08421 Eh
Highest occupied orbital energy ... -7.8 eV
Spin multiplicity ... 1
Orbital gap ... 7.8 eV



Which formula does entry 1 have? C13H16S